# C72H187N7O28

A 18-piece molecular cluster, C72H187N7O28 overall (wB97M-V/def2-TZVPD, OMol25).

Calculated total energy   -5344.93656 Eh
Maximum force   5.26 eV/Å
Highest occupied orbital energy   -7.9 eV
Gap between HOMO and LUMO   8.31 eV

Geometry as XYZ:
```
294
Properties=species:S:1:pos:R:3:lowdin_charge:R:1
C -4.581 2.854 0.429 -0.12
O -5.333 1.688 0.339 -0.16
C -4.595 0.638 -0.268 -0.20
C -5.327 -0.669 -0.131 -0.21
N -5.285 -1.134 1.233 -0.07
C -6.152 -2.248 1.509 -0.16
C -6.134 -2.573 3.045 -0.23
O -7.035 -1.731 3.663 -0.18
C -6.799 -1.692 5.087 -0.07
H -3.614 2.672 0.924 0.08
H -5.103 3.646 0.870 0.08
H -4.315 3.211 -0.552 0.07
H -3.607 0.544 0.184 0.11
H -4.479 0.790 -1.391 0.11
H -4.758 -1.404 -0.718 0.12
H -6.360 -0.605 -0.331 0.10
H -5.626 -0.330 1.751 0.12
H -5.687 -3.103 1.036 0.10
H -7.149 -2.122 1.139 0.11
H -5.176 -2.366 3.476 0.10
H -6.346 -3.600 3.300 0.11
H -6.258 -0.770 5.305 0.09
H -6.333 -2.583 5.499 0.09
H -7.732 -1.526 5.563 0.07
C 4.326 7.311 -1.027 -0.09
O 4.879 6.133 -1.660 -0.22
C 3.834 5.137 -1.940 -0.17
C 3.504 4.457 -0.613 -0.20
N 4.391 3.295 -0.366 -0.05
C 5.716 3.751 0.040 -0.18
C 6.664 2.617 0.526 -0.22
O 6.063 2.065 1.645 -0.21
C 6.804 0.939 2.101 -0.08
H 3.252 7.141 -0.955 0.07
H 4.603 8.247 -1.563 0.09
H 4.807 7.395 -0.029 0.09
H 4.232 4.424 -2.662 0.12
H 2.917 5.555 -2.357 0.11
H 2.530 4.041 -0.702 0.07
H 3.399 5.170 0.266 0.13
H 4.034 2.770 0.443 0.10
H 5.507 4.588 0.760 0.13
H 6.271 4.160 -0.787 0.11
H 7.690 2.977 0.673 0.13
H 6.748 1.907 -0.279 0.11
H 6.193 0.278 2.665 0.06
H 7.638 1.345 2.726 0.11
H 7.195 0.375 1.239 0.08
C 3.968 3.104 3.572 -0.07
O 3.347 3.234 4.836 -0.20
C 4.305 3.167 5.773 -0.29
C 4.235 1.899 6.534 -0.22
N 2.942 1.541 6.961 -0.07
C 2.221 2.459 7.832 -0.15
C 0.770 1.955 8.093 -0.18
O 0.933 0.643 8.625 -0.21
C -0.302 0.122 9.054 -0.12
H 4.635 2.205 3.546 0.09
H 4.552 4.028 3.359 0.11
H 3.178 3.005 2.785 0.09
H 4.190 4.126 6.451 0.16
H 5.289 3.193 5.289 0.12
H 4.977 1.984 7.306 0.12
H 4.605 1.146 5.837 0.11
H 2.972 0.643 7.475 0.10
H 2.043 3.446 7.505 0.06
H 2.741 2.520 8.837 0.14
H 0.272 1.790 7.134 0.12
H 0.175 2.563 8.801 0.13
H -0.728 0.743 9.830 0.08
H -0.218 -0.845 9.502 0.08
H -1.097 0.051 8.246 0.10
C 2.857 -0.419 1.472 -0.08
O 2.209 0.728 0.962 -0.19
C 1.128 1.074 1.803 -0.23
C 0.379 2.275 1.244 -0.21
N 0.133 2.154 -0.138 -0.05
C -0.607 0.923 -0.441 -0.17
C -1.145 0.913 -1.859 -0.19
O -1.712 -0.410 -2.112 -0.21
C -2.365 -0.319 -3.390 -0.09
H 2.039 -1.163 1.727 0.10
H 3.329 -0.159 2.395 0.06
H 3.695 -0.746 0.846 0.09
H 1.550 1.295 2.795 0.10
H 0.419 0.277 1.978 0.08
H 1.046 3.165 1.342 0.12
H -0.485 2.542 1.796 0.10
H 0.968 1.985 -0.629 0.08
H -1.430 0.806 0.258 0.10
H 0.087 0.014 -0.445 0.14
H -0.307 1.031 -2.637 0.12
H -1.853 1.745 -2.118 0.13
H -1.574 -0.057 -4.127 0.08
H -3.199 0.363 -3.336 0.06
H -2.778 -1.278 -3.699 0.07
C -3.620 1.827 3.595 -0.08
O -3.514 0.658 4.465 -0.21
C -2.176 0.169 4.668 -0.18
C -1.582 -0.426 3.366 -0.20
N -2.534 -1.299 2.713 -0.02
C -2.054 -2.068 1.561 -0.18
C -1.630 -3.477 1.930 -0.17
O -0.663 -3.474 3.040 -0.22
C -0.427 -4.781 3.498 -0.13
H -3.327 1.599 2.602 0.03
H -2.999 2.667 4.002 0.10
H -4.653 2.269 3.596 0.10
H -2.228 -0.549 5.517 0.13
H -1.545 1.019 5.000 0.11
H -0.759 -0.975 3.760 0.09
H -1.251 0.418 2.755 0.08
H -3.435 -0.925 2.564 0.05
H -1.277 -1.520 1.013 0.10
H -2.903 -2.139 0.896 0.10
H -1.227 -4.018 1.008 0.11
H -2.529 -4.032 2.286 0.12
H 0.009 -5.289 2.630 0.07
H -1.374 -5.291 3.713 0.09
H 0.317 -4.726 4.279 0.08
C -9.683 -2.003 -3.840 -0.12
O -8.346 -2.441 -3.803 -0.19
C -7.539 -1.641 -2.965 -0.22
C -6.087 -1.683 -3.432 -0.16
N -5.679 -3.130 -3.444 -0.05
C -4.757 -3.460 -4.588 -0.17
C -5.461 -3.731 -5.885 -0.26
O -6.269 -4.850 -5.839 -0.16
C -5.554 -5.993 -6.187 -0.12
H -10.192 -2.598 -4.603 0.09
H -9.850 -0.906 -4.028 0.10
H -10.287 -2.120 -2.947 0.08
H -7.619 -2.001 -1.952 0.11
H -7.988 -0.594 -2.977 0.13
H -5.449 -1.127 -2.766 0.07
H -5.996 -1.299 -4.519 0.14
H -6.524 -3.694 -3.531 0.11
H -4.243 -4.376 -4.311 0.09
H -3.925 -2.737 -4.597 0.10
H -4.675 -3.744 -6.674 0.13
H -6.091 -2.919 -6.213 0.12
H -4.522 -5.963 -5.776 0.09
H -5.415 -6.081 -7.293 0.10
H -6.067 -6.889 -5.794 0.10
C 2.789 5.476 -5.699 -0.11
O 2.097 4.562 -4.863 -0.23
C 0.665 4.675 -4.835 -0.18
C 0.004 3.411 -5.267 -0.24
N 0.539 2.736 -6.390 -0.07
C 0.159 1.366 -6.534 -0.19
C -1.323 1.369 -7.075 -0.21
O -1.908 0.130 -7.373 -0.22
C -3.238 0.189 -7.836 -0.09
H 3.820 5.069 -5.725 0.10
H 2.903 6.487 -5.245 0.09
H 2.419 5.613 -6.713 0.08
H 0.359 5.533 -5.476 0.13
H 0.303 4.895 -3.829 0.11
H -1.026 3.752 -5.528 0.12
H -0.104 2.715 -4.465 0.10
H 1.568 2.804 -6.524 0.14
H 0.168 0.790 -5.595 0.10
H 0.794 0.933 -7.319 0.13
H -1.288 2.005 -7.956 0.12
H -1.977 1.977 -6.415 0.11
H -3.312 0.843 -8.719 0.10
H -3.992 0.492 -7.138 0.08
H -3.473 -0.824 -8.131 0.08
C 2.724 -3.794 2.386 -0.03
C 3.846 -4.879 2.283 -0.52
C 3.296 -6.152 1.736 -0.06
O 4.980 -4.357 1.634 -0.06
H 3.171 -2.914 2.869 0.06
H 1.982 -4.211 3.068 0.05
H 2.337 -3.621 1.365 0.07
H 4.101 -5.082 3.312 0.09
H 2.852 -6.015 0.753 0.07
H 2.430 -6.496 2.415 0.11
H 4.110 -6.922 1.669 0.10
H 4.682 -4.049 0.738 0.08
C 6.737 -2.220 -0.019 -0.06
C 6.440 -2.988 -1.296 -0.48
C 7.430 -4.141 -1.389 -0.06
O 5.069 -3.417 -1.277 -0.06
H 6.447 -2.759 0.874 0.07
H 6.282 -1.266 -0.023 0.05
H 7.805 -2.031 0.089 0.09
H 6.661 -2.310 -2.110 0.13
H 8.441 -3.727 -1.435 0.08
H 7.297 -4.701 -2.421 0.12
H 7.291 -4.788 -0.525 0.08
H 4.869 -4.023 -1.992 0.09
C -0.512 7.100 -1.080 -0.07
C -0.418 5.927 -0.210 -0.51
C -1.561 5.794 0.813 -0.04
O -0.608 4.746 -1.002 -0.12
H 0.330 7.173 -1.750 0.07
H -0.493 7.984 -0.445 0.09
H -1.455 7.119 -1.591 0.08
H 0.601 5.829 0.344 0.15
H -2.442 5.519 0.210 0.09
H -1.693 6.755 1.269 0.07
H -1.385 5.024 1.539 0.05
H -0.419 3.919 -0.486 0.04
C -4.054 3.931 -4.094 -0.05
C -5.572 3.695 -4.167 -0.51
C -5.914 2.326 -3.719 -0.07
O -6.158 4.651 -3.312 -0.04
H -3.609 3.212 -4.766 0.06
H -3.743 3.833 -3.039 0.07
H -3.863 4.978 -4.265 0.08
H -5.896 3.940 -5.236 0.16
H -5.647 2.093 -2.648 0.09
H -5.519 1.544 -4.367 0.07
H -6.980 2.224 -3.816 0.08
H -6.202 4.381 -2.404 0.07
C 2.800 1.796 -3.129 -0.04
C 3.952 0.809 -2.866 -0.46
C 4.185 -0.013 -4.113 -0.07
O 5.218 1.482 -2.576 -0.08
H 3.002 2.405 -3.931 0.03
H 2.572 2.528 -2.300 0.08
H 1.909 1.233 -3.366 0.05
H 3.679 0.086 -2.061 0.13
H 4.772 -0.940 -3.879 0.08
H 4.638 0.651 -4.838 0.08
H 3.207 -0.494 -4.503 0.09
H 5.015 2.090 -1.828 0.03
C -2.683 -5.256 -1.955 -0.05
C -4.137 -5.497 -1.521 -0.47
C -4.181 -6.405 -0.339 -0.07
O -4.668 -4.211 -1.022 -0.13
H -2.102 -4.986 -1.084 0.06
H -2.607 -4.504 -2.704 0.04
H -2.312 -6.184 -2.435 0.09
H -4.769 -5.863 -2.406 0.15
H -3.491 -5.968 0.340 0.05
H -3.945 -7.460 -0.657 0.10
H -5.109 -6.354 0.218 0.08
H -4.965 -3.688 -1.834 0.05
C 0.990 -2.126 -3.035 -0.02
C 1.362 -3.390 -2.267 -0.50
C 0.872 -3.398 -0.896 -0.06
O 0.875 -4.608 -2.821 -0.06
H 1.536 -1.336 -2.530 0.07
H -0.064 -1.941 -3.005 0.06
H 1.397 -2.184 -4.066 0.08
H 2.421 -3.509 -2.285 0.11
H 0.858 -4.427 -0.507 0.09
H -0.126 -2.978 -0.800 0.08
H 1.546 -2.891 -0.260 0.05
H 0.893 -4.503 -3.834 0.09
C 7.551 -2.610 5.205 -0.06
C 6.052 -2.448 5.095 -0.43
C 5.245 -3.801 5.358 -0.02
O 5.625 -1.509 6.085 -0.07
H 7.967 -3.435 4.513 0.12
H 7.843 -2.889 6.201 0.08
H 8.151 -1.779 4.941 0.05
H 5.666 -2.144 4.081 0.13
H 5.660 -4.676 4.880 0.07
H 4.248 -3.782 4.870 0.06
H 5.097 -4.006 6.402 0.08
H 6.010 -0.650 5.952 0.08
C 0.507 5.072 5.912 -0.25
C 0.398 4.417 4.519 -0.31
O 0.435 3.078 4.424 -0.05
O 0.211 6.456 5.823 -0.04
H 1.500 4.836 6.291 0.09
H -0.169 4.599 6.597 0.11
H 1.145 4.993 3.832 0.15
H -0.611 4.847 4.203 0.13
H 1.336 2.780 4.622 0.06
H -0.001 6.795 6.678 0.07
C 2.140 -1.143 4.922 -0.26
C 2.000 -1.700 6.365 -0.17
O 3.012 -1.169 7.257 -0.09
O 1.930 0.219 4.834 -0.09
H 1.302 -1.624 4.362 0.12
H 3.139 -1.438 4.590 0.09
H 1.932 -2.761 6.389 0.10
H 1.068 -1.298 6.755 0.11
H 3.875 -1.425 6.918 0.04
H 2.267 0.670 5.655 0.04
C 0.207 -3.511 -7.095 -0.26
C -1.250 -3.413 -7.424 -0.29
O -1.972 -2.585 -6.580 -0.10
O 0.365 -3.955 -5.771 -0.08
H 0.718 -2.538 -7.295 0.13
H 0.679 -4.238 -7.729 0.12
H -1.622 -4.498 -7.427 0.15
H -1.385 -3.090 -8.496 0.13
H -1.662 -1.618 -6.667 0.10
H -0.369 -3.608 -5.252 0.07
```